No. 1
DFT (ωB97M-V/def2-TZVPD) results for a molecular structure, C18H30AsMgN2O2PS.

```
! RIJCOSX wB97M-V def2-TZVPD def2/J DEFGRID3
* xyz 0 1
Mg 0.93690 -0.38309 -0.22781
C 4.87798 0.59850 -1.61354
C 3.37969 0.78561 -1.42260
O 2.72833 -0.27036 -1.21090
C 2.94460 2.11272 -1.33714
C 1.59137 2.55280 -1.13748
C 1.12785 3.89980 -1.50535
N 0.69806 1.68240 -0.66451
N -0.60564 2.07833 -0.85928
C -1.43232 1.08541 -0.51698
O -1.05175 -0.00880 0.05489
C -2.87216 1.22353 -0.91432
C -3.71921 0.14283 -0.78740
C -5.02749 0.25215 -1.30424
C -5.49322 1.41073 -1.88757
C -4.64410 2.51041 -2.03974
C -3.33916 2.43276 -1.51686
H 5.08437 -0.22833 -2.31840
H 5.29408 0.33477 -0.65274
H 5.36616 1.54359 -1.92696
H 3.62216 2.91289 -1.68851
H 1.96207 4.53441 -1.72379
H 0.48236 4.28403 -0.70466
H 0.48477 3.83305 -2.39876
H -3.44341 -0.82542 -0.36506
H -5.74266 -0.57174 -1.19659
H -6.45223 1.51070 -2.34524
H -4.99307 3.44525 -2.47814
H -2.66924 3.31106 -1.47451
C -0.36464 -3.60440 0.56001
P 0.71438 -2.88365 -0.77904
C -0.00848 -3.28949 -2.43216
C 2.31934 -3.74446 -0.52099
H -0.57466 -4.68280 0.44344
H -1.35559 -3.11794 0.55177
H 0.10843 -3.35884 1.51555
H -0.01669 -4.36846 -2.70128
H 0.52701 -2.74553 -3.18753
H -1.01195 -2.91423 -2.31932
H 2.15477 -4.79713 -0.63789
H 2.62408 -3.56652 0.54393
H 3.15634 -3.34811 -1.13012
C -1.15720 -0.86626 2.77672
As 0.53139 -0.09869 3.11750
C 0.83959 -0.67732 4.90201
C 0.48397 1.81344 2.96243
S 2.04479 -0.92828 1.92755
H -1.87578 -0.44275 3.47073
H -1.03140 -1.93441 2.96216
H -1.42980 -0.66976 1.75279
H 0.08488 -0.31254 5.59312
H 1.80340 -0.32229 5.15403
H 0.92795 -1.75980 4.84508
H -0.23609 2.18876 3.66766
H 0.16594 2.05061 1.96444
H 1.48091 2.19084 3.16156
*
```

Calculated values
- max |F| (eV/A) = 2.50
- frontier orbital gap (eV) = 6.74
- HOMO level (Ha) = -0.2335
- LUMO (eV) = 0.38

Results of the Mulliken charge analysis, in e, for atoms 1 through 2: Mg 0.398; C -1.303

***

No. 2
DFT (ωB97M-V/def2-TZVPD) results for a molecular structure, C47H41N6O7SSr.

```
! RIJCOSX wB97M-V def2-TZVPD def2/J DEFGRID3
* xyz -1 1
Sr 0.47175 0.18430 0.64522
C -6.19855 -1.02730 4.33092
C -5.03105 -0.74760 3.42452
C -4.88215 0.45850 2.79172
C -3.79545 0.72190 1.92662
C -3.70875 1.95190 1.27032
N -2.74675 2.27300 0.44062
C -2.66295 3.49310 -0.30958
C -3.38705 3.33310 -1.66088
C -2.78645 4.18190 -2.79588
N -1.34385 4.01960 -2.94638
C -0.77725 2.78280 -2.70608
C -1.29965 1.56750 -3.11808
C -2.14965 1.41350 -4.23548
C -2.65095 0.19060 -4.59748
C -3.47955 0.03700 -5.84108
C -2.35175 -0.92820 -3.80448
C -1.52525 -0.86220 -2.69708
C -1.29305 -2.07530 -1.93978
N -0.29365 -2.28290 -1.19608
C -0.08165 -3.57630 -0.61098
C 0.89695 -3.48900 0.56102
C 0.21175 -3.40500 1.92002
N -0.72745 -2.33840 1.93782
C -1.88235 -2.52290 2.41142
C -2.90685 -1.50710 2.48012
C -4.02865 -1.71950 3.24972
C -2.76035 -0.28330 1.71552
O -1.85435 -0.12550 0.88052
C -0.96365 0.40060 -2.29498
O -0.34245 0.56660 -1.22738
H -6.98305 -0.28260 4.20042
H -5.87775 -1.00260 5.37402
H -6.61515 -2.01590 4.13392
H -5.61355 1.24390 2.94162
H -4.49025 2.69220 1.43802
H -2.00495 1.56220 0.34742
H -1.60305 3.69690 -0.47268
H -3.10025 4.31780 0.26302
H -4.44235 3.59310 -1.56098
H -3.32015 2.28300 -1.95118
H -2.98195 5.24400 -2.62318
H -3.28565 3.89530 -3.72748
H -0.82435 4.76490 -2.50258
H 0.09295 2.75540 -2.06308
H -2.33805 2.27820 -4.85688
H -3.86765 1.00010 -6.16848
H -4.31385 -0.64240 -5.67468
H -2.87155 -0.37320 -6.64838
H -2.76845 -1.88560 -4.09008
H -2.05865 -2.85780 -2.10948
H 0.37295 -4.21270 -1.38348
H -1.02905 -4.05750 -0.31288
H 1.48835 -2.58220 0.42492
H 1.55635 -4.35920 0.57322
H 0.98125 -3.19120 2.66972
H -0.26185 -4.37110 2.18312
H -2.16955 -3.50390 2.84182
H -4.13785 -2.66500 3.76852
O 1.76055 2.26010 6.40272
C 1.46135 1.83860 5.29052
C 0.19765 2.12740 4.54952
O -0.79215 2.71280 4.99542
C 0.35745 1.56080 3.21012
C 1.54625 0.76720 3.18082
O 1.89725 0.02140 2.23142
C 2.29875 0.97480 4.41052
O 3.42925 0.53800 4.64822
O -0.38725 1.75690 2.21612
C 2.34755 4.78860 1.05882
C 3.55855 4.70770 0.38762
C 3.79285 3.62340 -0.43278
C 2.80445 2.63930 -0.58448
N 1.64875 2.72940 0.07672
C 1.43745 3.75900 0.87522
C 2.98415 1.48890 -1.47428
C 3.87305 1.58240 -2.55468
C 4.07875 0.50570 -3.39108
C 3.38545 -0.67340 -3.16938
C 2.47775 -0.74760 -2.12508
C 2.26565 0.30910 -1.25068
H 2.12225 5.61640 1.71402
H 4.31025 5.47680 0.51042
H 4.74185 3.52930 -0.93798
H 0.49285 3.76190 1.40192
H 4.38865 2.51220 -2.76618
H 4.76915 0.58800 -4.22048
H 3.54665 -1.52330 -3.82378
H 1.90325 -1.65130 -1.99768
S 4.80135 -3.26690 2.99032
C 4.03665 -2.00470 2.03762
N 3.91005 -2.24540 0.79532
C 4.40285 -3.46890 0.44972
C 4.34805 -4.05470 -0.81168
C 4.83265 -5.33560 -0.97498
C 5.39465 -6.03610 0.09242
C 5.46105 -5.47580 1.35352
C 4.95315 -4.19860 1.53182
H 3.66505 -1.11770 2.52082
H 3.89815 -3.51020 -1.62598
H 4.75735 -5.81090 -1.94298
H 5.75015 -7.04790 -0.05158
H 5.88865 -6.01630 2.18552
*
```

Calculated values
- max |F| (eV/A) = 5.29
- frontier orbital gap (alpha / beta) (eV) = 4.30 / 4.30
- HOMO level (alpha / beta) (Ha) = -0.1326 / -0.1326
- LUMO (alpha / beta) (eV) = 0.69 / 0.69

Results of the Mulliken charge analysis, in e, for atoms 1 through 2: Sr 1.699; C -1.736

***

No. 3
DFT (ωB97M-V/def2-TZVPD) results for a gas-phase ion, CH4NO3 (charge +1).

```
! RIJCOSX wB97M-V def2-TZVPD def2/J DEFGRID3
* xyz 1 1
C -0.81137 1.05555 -0.00633
N -0.19263 -0.26992 -0.26000
O -0.78240 -1.11826 -0.79000
O 0.95098 -0.45070 0.30718
O 1.56837 -1.65918 0.08441
H -1.75825 1.05864 0.68782
H -1.24246 1.30868 -1.04147
H -0.18009 1.83040 0.56404
H 2.44785 -1.75522 0.45435
*
```

Calculated values
- max |F| (eV/A) = 4.35
- relative energy (zero: lowest compared OMol25 entry of this formula, charge and spin) (kJ/mol) = 441.1
- frontier orbital gap (eV) = 10.65
- HOMO level (Ha) = -0.6425
- structure (SMILES) = C[N+](=O)OO
- LUMO (eV) = -6.83

Results of the Mulliken charge analysis, in e, for atoms 1 through 2: C -0.642; N 0.854

***

No. 4
DFT (ωB97M-V/def2-TZVPD) results for 2 unconnected molecules or ions with the total composition C20H21FO3.

```
! RIJCOSX wB97M-V def2-TZVPD def2/J DEFGRID3
* xyz 0 1
C -4.58392 -0.57417 -2.40378
C -3.38946 0.34880 -2.36278
O -2.20173 -0.47653 -2.32547
C -1.04886 0.22784 -2.13090
C 0.15132 -0.66343 -1.95969
C -0.03346 -2.12475 -2.04518
C 1.40327 0.00606 -2.25885
C 2.66887 -0.82197 -2.42862
O 1.48958 1.23360 -2.38626
O -1.04195 1.44707 -2.10207
H -5.51010 -0.00071 -2.35315
H -4.61219 -1.14808 -3.33246
H -4.58017 -1.26615 -1.55908
H -3.36498 1.00653 -3.24711
H -3.40497 0.97889 -1.46158
H -1.10332 -2.35021 -1.99285
H 0.33589 -2.48367 -3.01925
H 0.49622 -2.67890 -1.25380
H 2.50980 -1.90654 -2.43759
H 3.14399 -0.52099 -3.37372
H 3.37749 -0.56012 -1.63049
F 1.16559 4.28647 0.22625
C 1.87477 3.14019 0.48576
C 3.25045 3.15413 0.25167
C 3.96014 1.97445 0.49901
C 3.31834 0.86223 1.01802
C 1.90325 0.84423 1.25298
C 1.35384 -0.35092 1.79985
C 0.14637 -0.55137 2.53424
C -0.03566 -1.84783 3.12675
C -1.19160 -2.18379 3.81802
C -2.22591 -1.24400 3.94721
C -2.06182 0.05096 3.42775
C -0.87443 0.41817 2.79314
C 1.17778 2.02035 0.91368
H 3.73725 4.04586 -0.13692
H 5.02703 1.92946 0.26908
H 3.89740 -0.02408 1.28987
H 2.03947 -1.20537 1.79284
H 0.78330 -2.56400 3.04985
H -1.30292 -3.18586 4.24150
H -3.15304 -1.52124 4.44700
H -2.87246 0.77789 3.51941
H -0.70981 1.46394 2.53474
H 0.09132 2.03754 0.96299
*
```

Calculated values
- max |F| (eV/A) = 1.97
- relative energy (zero: lowest compared OMol25 entry of this formula, charge and spin) (kJ/mol) = 66.9
- frontier orbital gap (eV) = 3.49
- HOMO level (Ha) = -0.2333
- LUMO (eV) = -2.85

Results of the Mulliken charge analysis, in e, for atoms 1 through 2: C -1.230; C -0.183

***

No. 5
DFT (ωB97M-V/def2-TZVPD) results for C4H7FOS in the gas phase.

```
! RIJCOSX wB97M-V def2-TZVPD def2/J DEFGRID3
* xyz 0 1
C 0.64342 1.81135 0.05083
O 1.45710 0.68197 -0.45852
C 1.11747 -0.61533 -0.09134
S 2.16340 -1.85946 -0.08783
C -0.28503 -0.70234 0.61322
C -1.24079 -0.93626 -0.59411
F -2.54194 -1.18072 -0.08409
H -0.59837 1.58893 0.11218
H 0.99960 2.25270 1.17282
H 0.86537 2.50377 -1.00148
H -0.48517 0.05501 1.42536
H -0.18688 -1.60127 1.28838
H -0.97906 -0.05637 -1.40387
H -0.92912 -1.94198 -0.94154
*
```

Calculated values
- max |F| (eV/A) = 4.09
- relative energy (zero: lowest compared OMol25 entry of this formula, charge and spin) (kJ/mol) = 288.9
- frontier orbital gap (eV) = 9.03
- HOMO level (Ha) = -0.3311
- structure (SMILES) = COC(=S)CCF
- LUMO (eV) = 0.02

Results of the Mulliken charge analysis, in e, for atoms 1 through 2: C -0.546; O -0.286

***

No. 6
DFT (ωB97M-V/def2-TZVPD) results for C7H8N2S in the gas phase.

```
! RIJCOSX wB97M-V def2-TZVPD def2/J DEFGRID3
* xyz 0 1
C 1.90628 0.94625 -2.29509
C 1.30732 -0.29430 -2.80610
C 0.48545 -0.73423 -1.84547
N 0.57578 0.04985 -0.77764
C -0.27800 -0.07604 0.24044
N -0.18525 0.78221 1.36185
C -0.97782 0.29778 2.44464
C -1.95633 -0.85278 2.07344
S -1.45436 -1.39071 0.39429
C 1.44219 1.08686 -1.01129
H 2.57493 1.64431 -2.69057
H 1.50698 -0.73845 -3.82935
H -0.19578 -1.49570 -1.94684
H -1.40004 1.31439 2.75371
H -0.24767 -0.08940 3.31590
H -1.74490 -1.61586 2.91595
H -3.05549 -0.63626 1.87940
H 1.69672 1.80208 -0.17728
*
```

Calculated values
- max |F| (eV/A) = 8.31
- relative energy (zero: lowest compared OMol25 entry of this formula, charge and spin) (kJ/mol) = 205.9
- frontier orbital gap (eV) = 8.90
- HOMO level (Ha) = -0.3026
- structure (SMILES) = c1ccn(C2=NCCS2)c1
- LUMO (eV) = 0.66

Results of the Mulliken charge analysis, in e, for atoms 1 through 2: C -0.573; C -0.510

***

What did the fourth record say?
DFT (ωB97M-V/def2-TZVPD) results for 2 unconnected molecules or ions with the total composition C20H21FO3.

```
! RIJCOSX wB97M-V def2-TZVPD def2/J DEFGRID3
* xyz 0 1
C -4.58392 -0.57417 -2.40378
C -3.38946 0.34880 -2.36278
O -2.20173 -0.47653 -2.32547
C -1.04886 0.22784 -2.13090
C 0.15132 -0.66343 -1.95969
C -0.03346 -2.12475 -2.04518
C 1.40327 0.00606 -2.25885
C 2.66887 -0.82197 -2.42862
O 1.48958 1.23360 -2.38626
O -1.04195 1.44707 -2.10207
H -5.51010 -0.00071 -2.35315
H -4.61219 -1.14808 -3.33246
H -4.58017 -1.26615 -1.55908
H -3.36498 1.00653 -3.24711
H -3.40497 0.97889 -1.46158
H -1.10332 -2.35021 -1.99285
H 0.33589 -2.48367 -3.01925
H 0.49622 -2.67890 -1.25380
H 2.50980 -1.90654 -2.43759
H 3.14399 -0.52099 -3.37372
H 3.37749 -0.56012 -1.63049
F 1.16559 4.28647 0.22625
C 1.87477 3.14019 0.48576
C 3.25045 3.15413 0.25167
C 3.96014 1.97445 0.49901
C 3.31834 0.86223 1.01802
C 1.90325 0.84423 1.25298
C 1.35384 -0.35092 1.79985
C 0.14637 -0.55137 2.53424
C -0.03566 -1.84783 3.12675
C -1.19160 -2.18379 3.81802
C -2.22591 -1.24400 3.94721
C -2.06182 0.05096 3.42775
C -0.87443 0.41817 2.79314
C 1.17778 2.02035 0.91368
H 3.73725 4.04586 -0.13692
H 5.02703 1.92946 0.26908
H 3.89740 -0.02408 1.28987
H 2.03947 -1.20537 1.79284
H 0.78330 -2.56400 3.04985
H -1.30292 -3.18586 4.24150
H -3.15304 -1.52124 4.44700
H -2.87246 0.77789 3.51941
H -0.70981 1.46394 2.53474
H 0.09132 2.03754 0.96299
*
```

Calculated values
- max |F| (eV/A) = 1.97
- relative energy (zero: lowest compared OMol25 entry of this formula, charge and spin) (kJ/mol) = 66.9
- frontier orbital gap (eV) = 3.49
- HOMO level (Ha) = -0.2333
- LUMO (eV) = -2.85

Results of the Mulliken charge analysis, in e, for atoms 1 through 2: C -1.230; C -0.183

***

> Which formula does entry 6 have?

C7H8N2S

***

> Look up the max |F| of the first one.

2.50 eV/A